# 1
Entry from the Open Molecules 2025 dataset: a molecular structure, C17H24ClIrN7O4P (ωB97M-V with the def2-TZVPD basis set).

Each line ends with the Mulliken charge.
Cartesian coordinates (Å):
Ir (0.448, -0.075, -0.525)  1.975
C (-4.343, -2.820, -0.121)  -0.902
N (-2.917, -2.624, -0.270)  0.166
C (-2.034, -3.616, -0.566)  -0.540
C (-0.780, -3.068, -0.625)  -0.519
N (-0.908, -1.706, -0.322)  -0.201
C (-2.197, -1.475, -0.102)  0.200
P (-2.945, 0.034, 0.580)  -0.379
C (-1.630, 0.260, 1.784)  0.188
N (-0.339, 0.505, 1.579)  -0.181
C (0.237, 0.558, 2.794)  -0.617
C (-0.725, 0.376, 3.772)  -0.355
N (-1.896, 0.216, 3.116)  0.160
C (-3.228, -0.092, 3.621)  -0.895
C (-2.349, 1.274, -0.690)  0.114
N (-1.043, 1.266, -1.050)  -0.226
C (-0.906, 2.136, -2.088)  -0.498
C (-2.098, 2.741, -2.337)  -0.633
N (-3.005, 2.144, -1.447)  0.082
C (-4.407, 2.475, -1.424)  -0.908
H (-4.530, -3.857, 0.212)  0.369
H (-5.004, -2.676, -0.957)  0.309
H (-4.669, -2.236, 0.709)  0.382
H (-2.326, -4.633, -0.790)  0.500
H (0.230, -3.505, -0.897)  0.422
H (1.269, 0.686, 2.842)  0.543
H (-0.645, 0.301, 4.835)  0.466
H (-3.904, 0.674, 3.312)  0.396
H (-3.332, -0.107, 4.669)  0.400
H (-3.617, -0.980, 3.116)  0.337
H (0.029, 2.237, -2.557)  0.590
H (-2.403, 3.559, -3.017)  0.465
H (-4.815, 2.010, -0.536)  0.342
H (-4.903, 2.176, -2.408)  0.327
H (-4.551, 3.548, -1.210)  0.379
C (5.825, -0.466, 0.942)  -1.486
C (5.028, 0.681, 0.347)  1.902
C (5.345, 2.026, 0.991)  -1.500
C (5.223, 0.744, -1.212)  -1.447
C (3.557, 0.420, 0.434)  -0.327
N (2.455, 0.196, 0.538)  -0.274
H (6.897, -0.324, 0.584)  0.351
H (5.484, -1.430, 0.475)  0.367
H (5.767, -0.582, 1.986)  0.436
H (6.366, 2.299, 0.729)  0.388
H (5.275, 1.897, 2.130)  0.352
H (4.788, 2.931, 0.726)  0.380
H (6.259, 1.132, -1.451)  0.366
H (4.416, 1.254, -1.746)  0.386
H (5.192, -0.261, -1.669)  0.388
O (0.965, -0.507, -4.510)  -0.547
Cl (0.436, -1.273, -3.441)  1.709
O (0.544, -2.663, -3.591)  -0.526
O (1.320, -0.912, -2.172)  -0.621
O (-0.903, -0.865, -3.090)  -0.554

For the HOMO-LUMO gap (spin up / spin down), the calculation gives 8.81 / 6.14 eV. Its total charge is +2. The value obtained for the total energy is -61263.6815 eV. As for the LUMO energy (spin up / spin down): -5.77 / -8.89 eV. Its spin multiplicity is 5. Its energy relative to the best compared isomer or geometry (same formula, charge and spin) is 18.2 kcal/mol.

***

# 2
Entry from the Open Molecules 2025 dataset: a molecular structure, C33H33CoN6OSSe (ωB97M-V with the def2-TZVPD basis set).

Each line ends with the Mulliken charge.
Cartesian coordinates (Å):
Co (-0.393, 0.053, 0.106)  0.469
C (0.294, -1.219, 2.024)  -1.847
C (1.091, 0.028, 2.279)  -0.206
C (2.665, 0.010, 0.771)  0.028
C (2.724, -1.336, 0.126)  -1.268
C (1.817, -2.296, 0.307)  -0.905
C (0.602, -2.175, 1.122)  0.185
H (-0.613, -1.336, 2.607)  0.376
H (0.638, 0.643, 3.054)  0.565
H (3.456, 0.649, 0.383)  0.572
H (3.579, -1.541, -0.508)  0.521
H (1.957, -3.244, -0.200)  0.535
H (-0.078, -3.020, 1.070)  0.731
C (-4.935, 3.382, -4.723)  -2.257
C (-4.170, 2.339, -3.906)  2.554
C (-3.420, 1.417, -4.879)  -1.536
C (-5.188, 1.513, -3.106)  -1.444
C (-3.170, 2.970, -2.938)  -0.789
C (-3.005, 4.358, -2.827)  -0.240
C (-2.062, 4.917, -1.982)  -1.234
C (-1.270, 4.070, -1.223)  0.732
S (0.042, 4.459, -0.155)  -0.460
C (0.296, 2.769, 0.125)  -0.575
N (-0.546, 1.973, -0.493)  0.591
C (-1.436, 2.682, -1.288)  -1.108
C (-2.381, 2.142, -2.152)  0.291
C (1.317, 2.166, 0.953)  0.398
C (2.144, 2.882, 1.735)  -0.509
C (3.105, 2.346, 2.691)  -0.923
C (3.303, 1.053, 2.987)  -1.081
C (2.632, -0.116, 2.337)  0.058
C (1.252, 0.667, 0.878)  2.524
H (-5.629, 2.873, -5.393)  0.414
H (-4.262, 3.983, -5.336)  0.479
H (-5.517, 4.048, -4.084)  0.462
H (-4.117, 0.980, -5.596)  0.436
H (-2.915, 0.601, -4.357)  0.174
H (-2.665, 1.977, -5.433)  0.403
H (-5.903, 1.038, -3.782)  0.511
H (-5.739, 2.150, -2.411)  0.392
H (-4.685, 0.734, -2.531)  0.103
H (-3.609, 5.024, -3.426)  0.575
H (-1.936, 5.990, -1.930)  0.438
H (-2.457, 1.065, -2.222)  0.182
H (2.069, 3.965, 1.696)  0.431
H (3.689, 3.079, 3.232)  0.398
H (4.038, 0.817, 3.747)  0.425
H (3.007, -1.061, 2.730)  0.650
C (-5.916, -1.294, -0.419)  -0.982
N (-4.605, -0.840, 0.004)  0.169
C (-4.337, -0.100, 1.222)  -0.435
C (-2.828, 0.046, 1.137)  -0.029
O (-2.090, 0.576, 1.940)  -0.578
N (-2.380, -0.518, -0.039)  -0.175
C (-3.455, -1.013, -0.661)  -0.057
N (-3.401, -1.632, -1.838)  -0.104
H (-6.597, -1.211, 0.424)  0.383
H (-5.882, -2.341, -0.723)  0.367
H (-6.311, -0.687, -1.236)  0.278
H (-4.642, -0.652, 2.112)  0.400
H (-4.817, 0.881, 1.230)  0.349
H (-2.503, -1.793, -2.267)  0.010
H (-4.233, -1.941, -2.308)  0.267
Se (1.081, 0.621, -2.758)  0.333
N (0.264, -0.613, -1.766)  -0.049
C (0.193, -1.719, -2.490)  0.619
C (-0.365, -2.958, -2.060)  0.014
C (-0.385, -4.000, -2.931)  -0.788
C (0.146, -3.891, -4.255)  -0.759
C (0.702, -2.740, -4.703)  -0.635
C (0.745, -1.613, -3.825)  0.177
N (1.264, -0.442, -4.146)  -0.823
H (-0.755, -3.044, -1.054)  0.415
H (-0.804, -4.948, -2.619)  0.470
H (0.107, -4.758, -4.902)  0.430
H (1.121, -2.646, -5.695)  0.510

For the HOMO-LUMO gap (spin up / spin down), the calculation gives 6.51 / 6.54 eV. Its total charge is +1. The value obtained for the total energy is -159547.4281 eV. As for the LUMO energy (spin up / spin down): -3.49 / -3.48 eV. Its spin multiplicity is 2.

***

# 3
Entry from the Open Molecules 2025 dataset: a single C6H7NO2 molecule (ωB97M-V with the def2-TZVPD basis set).

Each line ends with the Mulliken charge.
Cartesian coordinates (Å):
C (3.222, 0.219, -0.306)  -1.715
C (1.795, -0.100, 0.185)  0.864
C (-0.578, 0.423, -0.170)  0.076
C (-1.481, 1.071, 0.514)  -0.379
C (-2.737, 0.274, 0.361)  -0.384
C (-2.355, -0.760, -0.408)  -0.160
H (3.303, 0.006, -1.251)  0.531
H (3.441, 1.235, -0.173)  0.378
H (3.723, -0.483, 0.047)  0.531
H (0.966, 1.210, -1.386)  0.353
H (-1.390, 2.050, 1.033)  0.377
H (-3.713, 0.375, 0.927)  0.312
H (-3.087, -1.595, -0.506)  0.361
N (0.842, 0.619, -0.371)  -0.224
O (1.571, -1.017, 1.054)  -0.642
O (-1.112, -0.719, -0.698)  -0.277

For the HOMO-LUMO gap, the calculation gives 9.76 eV. Its SMILES is CC(=O)Nc1ccco1. The value obtained for the total energy is -11917.6941 eV. As for the LUMO energy: 0.56 eV. Its spin multiplicity is 1. Its energy relative to the best compared isomer or geometry (same formula, charge and spin) is 63.1 kcal/mol.

***

# 4
Entry from the Open Molecules 2025 dataset: a molecular structure, C13H11FeN2O3 (ωB97M-V with the def2-TZVPD basis set).

Each line ends with the Mulliken charge.
Cartesian coordinates (Å):
O (-2.674, -3.036, -0.035)  -0.360
C (-1.811, -2.267, 0.087)  0.000
Fe (-0.777, -0.866, -0.106)  0.254
C (-0.765, -0.818, -1.938)  0.370
O (-0.825, -0.554, -3.063)  -0.317
C (-2.165, 0.215, -0.297)  0.216
O (-3.083, 0.893, -0.525)  -0.387
C (1.087, 1.534, 0.266)  -0.087
C (0.419, 1.845, 1.438)  -0.709
C (-0.374, 0.981, 2.160)  -0.842
C (-0.663, -0.387, 1.821)  0.027
C (0.397, -1.332, 1.493)  -0.872
C (1.234, -1.006, 0.438)  -0.403
C (1.034, 0.222, -0.312)  -0.821
H (1.825, 2.218, -0.182)  0.600
H (0.481, 2.870, 1.817)  0.739
H (-0.803, 1.366, 3.089)  0.389
H (-1.548, -0.803, 2.334)  0.654
H (0.424, -2.314, 1.989)  0.405
H (2.017, -1.701, 0.112)  0.431
H (1.427, 0.211, -1.343)  0.852
N (-0.085, 3.219, -0.910)  -0.015
C (-0.922, 4.027, -0.272)  -0.271
N (-1.048, 5.207, -0.950)  -0.034
C (-0.256, 5.133, -2.084)  -0.274
C (0.327, 3.880, -2.047)  -0.171
H (-1.459, 3.841, 0.648)  0.469
H (-1.614, 6.002, -0.649)  0.254
H (-0.156, 5.936, -2.790)  0.415
H (0.997, 3.437, -2.765)  0.487

For the HOMO-LUMO gap (spin up / spin down), the calculation gives 4.14 / 2.73 eV. Its total charge is +1. The value obtained for the total energy is -57154.5341 eV. As for the LUMO energy (spin up / spin down): -3.95 / -8.65 eV. Its spin multiplicity is 5. Its energy relative to the best compared isomer or geometry (same formula, charge and spin) is 23.9 kcal/mol.